Entry from the Open Molecules 2025 dataset: C21H31BIrN4S5 as an isolated structure (the ωB97M-V functional and the def2-TZVPD basis).

XYZ file:
```
63
Properties=species:S:1:pos:R:3:lowdin_charge:R:1
Ir 0.250 0.771 -0.279 0.61
C 2.983 -1.151 4.751 -0.52
C 2.102 0.005 5.210 -0.53
S 0.899 0.645 4.015 0.86
C 1.738 2.059 3.264 -0.55
C 2.718 1.819 2.125 -0.47
S 2.329 0.666 0.781 0.81
C 2.506 -0.997 1.499 -0.54
C 3.874 -1.348 2.060 -0.52
S 4.364 -0.684 3.673 0.89
H 2.391 -1.927 4.264 0.08
H 3.427 -1.614 5.635 0.07
H 2.711 0.832 5.578 0.08
H 1.500 -0.336 6.056 0.07
H 2.265 2.622 4.037 0.09
H 0.925 2.700 2.932 -0.01
H 3.663 1.432 2.506 0.03
H 2.936 2.760 1.617 0.09
H 2.330 -1.636 0.628 0.03
H 1.704 -1.168 2.213 0.03
H 4.663 -1.022 1.378 0.08
H 3.937 -2.439 2.093 0.08
C -3.057 2.078 3.338 -0.01
N -3.238 1.439 2.047 -0.11
C -4.360 0.763 1.616 -0.02
C -4.111 0.350 0.354 -0.02
N -2.843 0.770 0.012 0.01
B -2.192 0.668 -1.371 -0.48
N -2.129 -0.740 -1.981 0.02
C -2.901 -1.191 -3.027 -0.03
C -2.511 -2.451 -3.321 -0.02
N -1.483 -2.759 -2.460 -0.10
C -0.738 -4.006 -2.445 -0.01
C -1.264 -1.710 -1.656 -0.67
S -0.062 -1.614 -0.434 0.69
C -2.336 1.449 1.050 -0.64
S -0.823 2.267 1.191 0.70
H -3.834 1.720 4.007 0.10
H -3.127 3.161 3.239 0.10
H -2.079 1.811 3.738 0.07
H -5.215 0.633 2.252 0.13
H -4.722 -0.216 -0.324 0.13
H -2.684 1.414 -2.158 0.11
H -1.032 1.139 -1.249 -0.03
H -3.649 -0.567 -3.479 0.13
H -2.852 -3.146 -4.066 0.13
H -0.815 -4.463 -3.429 0.10
H -1.142 -4.681 -1.693 0.10
H 0.304 -3.792 -2.222 0.08
C 1.191 1.848 -1.830 -0.25
C 0.837 1.123 -3.057 -0.33
C -0.261 1.530 -3.827 -0.06
C -0.639 0.809 -4.947 -0.08
C 0.063 -0.334 -5.309 -0.08
C 1.164 -0.737 -4.566 -0.08
C 1.556 -0.007 -3.455 -0.05
H 0.860 2.884 -1.873 0.07
H 2.269 1.817 -1.670 0.05
H -0.807 2.419 -3.543 0.12
H -1.478 1.141 -5.543 0.11
H -0.232 -0.891 -6.188 0.11
H 1.734 -1.606 -4.868 0.11
H 2.425 -0.311 -2.885 0.12
```

Calculated values
Gap between HOMO and LUMO = 6.84 eV
HOMO = -10.22 eV
Charge = +1
Relative energy (zero: lowest compared OMol25 entry of this formula, charge and spin) = 25.2 kcal/mol
Energy = -85929.635 eV

---

Entry from the Open Molecules 2025 dataset: C27H38BrCdN4O2S2SbSi3 as an isolated structure (the ωB97M-V functional and the def2-TZVPD basis).

XYZ file:
```
79
Properties=species:S:1:pos:R:3:lowdin_charge:R:1
Cd 1.187 1.572 -1.347 0.93
S 1.342 1.982 -3.850 0.42
C 2.508 3.171 -3.343 -1.22
S 2.798 3.404 -1.642 0.41
C 3.194 3.912 -4.269 -0.42
C 2.971 3.743 -5.669 -0.27
N 2.788 3.615 -6.798 0.14
C 4.162 4.885 -3.878 -0.27
N 4.942 5.671 -3.563 0.15
C -1.595 3.596 -2.509 -0.06
O -1.125 2.876 -1.363 -0.18
C -2.013 2.625 -0.369 -0.23
C -3.385 2.727 -0.490 -0.05
C -4.189 2.414 0.603 -0.69
Br -6.067 2.565 0.431 0.76
C -3.647 2.005 1.798 -0.08
C -2.256 1.907 1.929 -0.08
C -1.435 2.233 0.852 -0.21
O -0.091 2.171 0.891 -0.04
C -1.632 1.449 3.167 -0.26
N -0.333 1.472 3.368 0.16
C -0.132 0.922 4.624 -0.22
C 1.045 0.721 5.341 -0.02
C 0.943 0.127 6.582 -0.08
C -0.299 -0.257 7.111 -0.09
C -1.476 -0.052 6.417 -0.02
C -1.365 0.546 5.168 -0.19
N -2.304 0.900 4.217 0.19
H -2.269 2.976 -3.106 0.09
H -0.712 3.827 -3.096 0.06
H -2.105 4.504 -2.188 0.11
H -3.836 3.046 -1.417 0.11
H -4.302 1.786 2.630 0.10
H 0.167 1.928 1.825 0.07
H 1.999 1.028 4.934 0.11
H 1.837 -0.044 7.167 0.10
H -0.335 -0.718 8.089 0.10
H -2.433 -0.340 6.833 0.11
H -3.295 0.744 4.270 0.16
C 2.581 -3.971 -2.170 -0.22
Si 2.347 -2.156 -2.560 0.28
C 3.937 -1.193 -2.382 -0.23
C 1.609 -1.919 -4.254 -0.22
Sb 0.727 -1.095 -0.878 0.83
Si 0.946 -2.052 1.482 0.30
C 1.421 -3.858 1.420 -0.22
C 2.265 -1.043 2.332 -0.23
C -0.726 -1.845 2.306 -0.21
Si -1.620 -1.484 -1.825 0.30
C -1.785 -0.315 -3.268 -0.21
C -1.781 -3.275 -2.342 -0.22
C -2.876 -1.075 -0.500 -0.20
H 3.189 -4.436 -2.950 0.04
H 1.627 -4.500 -2.128 0.03
H 3.093 -4.116 -1.218 0.01
H 4.699 -1.580 -3.062 0.04
H 4.334 -1.245 -1.366 0.03
H 3.772 -0.141 -2.628 0.02
H 2.307 -2.300 -5.004 0.04
H 1.444 -0.859 -4.460 -0.01
H 0.666 -2.455 -4.376 0.02
H 2.413 -3.999 0.990 0.02
H 0.710 -4.439 0.832 0.03
H 1.436 -4.268 2.433 0.04
H 3.226 -1.132 1.823 0.03
H 2.392 -1.384 3.363 0.04
H 1.989 0.012 2.357 0.01
H -1.404 -2.650 2.018 0.03
H -1.188 -0.898 2.025 0.00
H -0.620 -1.861 3.395 0.04
H -1.037 -0.499 -4.041 0.02
H -1.661 0.720 -2.943 0.00
H -2.774 -0.416 -3.722 0.04
H -1.040 -3.542 -3.097 0.01
H -2.772 -3.460 -2.766 0.04
H -1.652 -3.942 -1.488 0.03
H -2.718 -0.078 -0.081 0.01
H -2.850 -1.794 0.319 0.02
H -3.880 -1.097 -0.934 0.05
```

Calculated values
Gap between HOMO and LUMO = 6.77 eV
HOMO = -7.33 eV
Relative energy (zero: lowest compared OMol25 entry of this formula, charge and spin) = 0.0 kcal/mol
Energy = -165123.363 eV

---

Entry from the Open Molecules 2025 dataset: a 2-piece molecular cluster, C9H13BBrN overall (the ωB97M-V functional and the def2-TZVPD basis).

XYZ file:
```
25
Properties=species:S:1:pos:R:3:lowdin_charge:R:1
C 2.054 1.086 1.171 -0.16
C 1.651 -0.385 0.785 -0.26
B 0.151 -0.910 1.062 -0.76
Br -0.932 0.271 2.102 0.80
C -0.256 -2.252 0.251 -0.27
C 0.787 -3.277 0.204 -0.16
H 2.299 1.335 2.279 0.09
H 3.049 1.243 0.642 0.08
H 1.157 1.755 0.958 0.02
H 1.625 -0.386 -0.287 0.08
H 2.315 -1.159 1.039 0.07
H -0.392 -1.812 -0.744 0.11
H -1.077 -2.564 0.831 0.07
H 0.478 -4.148 -0.517 0.11
H 1.647 -2.856 -0.285 0.05
H 1.071 -3.643 1.227 0.10
C -0.255 1.651 -1.928 0.00
C -1.550 1.071 -2.168 -0.04
C -2.509 1.721 -1.323 -0.05
C -2.120 2.714 -0.323 -0.18
N -0.901 3.207 -0.222 0.07
C -0.143 2.565 -1.093 -0.08
H -1.769 0.422 -2.901 0.05
H -3.452 1.229 -1.177 0.09
H -2.927 3.119 0.414 0.14
```

Calculated values
Gap between HOMO and LUMO = 9.22 eV
HOMO = -9.54 eV
Relative energy (zero: lowest compared OMol25 entry of this formula, charge and spin) = 60.4 kcal/mol
Energy = -81748.316 eV

---

Entry from the Open Molecules 2025 dataset: C4H9ClO2S as an isolated structure (the ωB97M-V functional and the def2-TZVPD basis).

XYZ file:
```
17
Properties=species:S:1:pos:R:3:lowdin_charge:R:1
C 1.982 -1.207 0.974 -0.18
C -2.677 0.438 -0.903 -0.16
C 0.270 0.286 -0.689 -0.19
C 1.857 0.198 0.502 -0.63
O -1.415 -0.868 0.959 -0.35
O -1.332 1.651 0.927 -0.34
S -1.306 0.380 0.242 0.57
Cl 3.118 0.828 -0.637 0.55
H 2.816 -1.243 1.763 0.10
H 2.349 -1.862 0.110 0.10
H 1.058 -1.582 1.368 0.05
H -2.960 1.532 -1.102 0.09
H -2.531 -0.052 -1.883 0.07
H -3.577 0.182 -0.378 0.05
H 0.431 1.154 -1.273 0.02
H 0.265 -0.690 -1.398 0.13
H 1.653 0.856 1.419 0.11
```

Calculated values
Gap between HOMO and LUMO = 10.93 eV
HOMO = -10.32 eV
Relative energy (zero: lowest compared OMol25 entry of this formula, charge and spin) = 35.2 kcal/mol
Energy = -31744.203 eV